{
  "formula": "C3H8O",
  "method": "ωB97M-V/def2-TZVPD",
  "lumo_ev": 0.92,
  "smiles": "CC(C)=O.[H][H]",
  "homo_lumo_gap_ev": 10.64,
  "total_energy_ev": -5287.253,
  "multiplicity": 1,
  "e_above_lowest_kj_mol": 86.6,
  "charge": 0,
  "elements": ["O", "C", "C", "C", "H", "H", "H", "H", "H", "H", "H", "H"],
  "coordinates": [[-1.036, 1.172, 1.043], [0.021, 0.745, 0.608], [0.631, 1.274, -0.670], [0.795, -0.344, 1.315], [-0.012, 2.056, -1.108], [0.745, 0.460, -1.405], [1.625, 1.707, -0.467], [0.904, -1.223, 0.658], [1.800, 0.018, 1.589], [0.270, -0.654, 2.234], [-2.978, -2.324, -1.661], [-2.765, -2.886, -2.137]]
}

***

{
  "formula": "C5H11BrN2O5",
  "method": "ωB97M-V/def2-TZVPD",
  "lumo_ev": [0.41, 0.41],
  "smiles": "[O-]/[N+](O)=C(/Br)CO.CN(C)C(=O)O",
  "homo_lumo_gap_ev": [9.30, 9.30],
  "total_energy_ev": -88619.520,
  "multiplicity": 1,
  "charge": 0,
  "elements": ["C", "C", "C", "C", "C", "N", "N", "O", "O", "O", "O", "O", "Br", "H", "H", "H", "H", "H", "H", "H", "H", "H", "H", "H"],
  "coordinates": [[-1.150, -1.621, 0.650], [-1.302, 0.416, -0.788], [1.825, 1.251, 1.545], [2.545, 0.594, 0.385], [0.449, -1.175, -1.159], [-0.533, -0.718, -0.303], [2.397, 1.132, -0.826], [1.641, 2.107, -0.993], [2.999, 0.604, -1.930], [2.114, 2.598, 1.593], [0.759, -0.654, -2.234], [0.961, -2.231, -0.580], [3.766, -0.767, 0.738], [-1.159, -2.675, 0.246], [-0.483, -1.633, 1.558], [-2.090, -1.220, 1.029], [-2.137, 0.663, -0.173], [-0.613, 1.291, -0.659], [-1.721, 0.414, -1.870], [1.966, 0.847, 2.537], [0.727, 1.107, 1.199], [2.051, 2.957, 0.687], [2.473, 0.757, -2.732], [1.901, -2.453, -0.904]]
}

***

{
  "formula": "C20H42N4O3",
  "method": "ωB97M-V/def2-TZVPD",
  "lumo_ev": -0.90,
  "smiles": "C=C[C@](CNC)(N=C=O)OC(C)=O.CCN(CC)CC.CCN(CC)CC",
  "homo_lumo_gap_ev": 7.15,
  "total_energy_ev": -33515.711,
  "multiplicity": 1,
  "e_above_lowest_kj_mol": 326.9,
  "charge": 0,
  "elements": ["C", "C", "C", "C", "N", "C", "N", "C", "O", "O", "C", "C", "O", "H", "H", "H", "H", "H", "H", "H", "H", "H", "H", "H", "H", "C", "C", "N", "C", "C", "C", "C", "H", "H", "H", "H", "H", "H", "H", "H", "H", "H", "H", "H", "H", "H", "H", "C", "C", "N", "C", "C", "C", "C", "H", "H", "H", "H", "H", "H", "H", "H", "H", "H", "H", "H", "H", "H", "H"],
  "coordinates": [[5.282, -4.425, 0.730], [4.572, -3.971, -0.480], [3.794, -2.538, -0.309], [2.398, -2.906, 0.475], [1.181, -2.689, -0.367], [-0.057, -2.728, 0.520], [3.547, -2.045, -1.695], [4.695, -1.862, -2.346], [5.651, -1.218, -2.860], [4.658, -1.698, 0.501], [4.203, -0.335, 0.557], [3.060, 0.250, 1.521], [4.782, 0.486, -0.240], [6.426, -4.292, 0.772], [4.688, -4.860, 1.629], [4.536, -4.594, -1.446], [2.331, -2.376, 1.513], [2.412, -4.043, 0.732], [1.150, -1.732, -0.770], [-0.168, -3.720, 1.082], [-1.002, -2.496, -0.118], [0.083, -1.838, 1.261], [2.956, 1.377, 1.311], [2.076, -0.275, 1.243], [3.400, 0.085, 2.603], [-4.329, 0.318, 3.575], [-4.375, 0.121, 2.063], [-4.016, -1.224, 1.622], [-3.828, -1.321, 0.174], [-5.050, -1.085, -0.715], [-4.769, -2.321, 2.225], [-6.286, -2.323, 2.042], [-3.339, 0.084, 3.975], [-4.552, 1.361, 3.818], [-5.070, -0.298, 4.091], [-3.662, 0.834, 1.630], [-5.367, 0.416, 1.702], [-3.404, -2.302, -0.069], [-3.055, -0.602, -0.115], [-5.722, -1.944, -0.718], [-4.725, -0.935, -1.749], [-5.614, -0.197, -0.423], [-4.556, -2.335, 3.299], [-4.370, -3.276, 1.864], [-6.727, -1.332, 2.170], [-6.746, -2.981, 2.785], [-6.572, -2.707, 1.062], [-0.535, 4.128, -3.396], [0.418, 4.509, -2.266], [0.700, 3.425, -1.330], [1.410, 3.873, -0.131], [2.827, 4.421, -0.311], [1.196, 2.181, -1.915], [2.491, 2.246, -2.723], [-1.488, 3.764, -3.003], [-0.740, 5.005, -4.016], [-0.110, 3.363, -4.051], [-0.056, 5.332, -1.718], [1.336, 4.915, -2.707], [1.442, 3.053, 0.595], [0.805, 4.649, 0.349], [3.552, 3.624, -0.475], [3.133, 4.945, 0.599], [2.896, 5.137, -1.134], [0.413, 1.769, -2.561], [1.311, 1.429, -1.125], [2.536, 3.117, -3.380], [2.574, 1.357, -3.356], [3.369, 2.254, -2.075]]
}